Entry 1:
# C73H174BBeN10O31

A structure of composition C73H174BBeN10O31 at a distorted geometry (ωB97M-V/def2-TZVPD, the OMol25 dataset).

Geometry as ORCA input:
```
! wB97M-V def2-TZVPD RIJCOSX def2/J DEFGRID3
* xyz 1 1
Be -0.8444 3.3595 6.2134
O -2.1101 -1.7887 -1.2879
C -1.4057 -1.1663 -0.4835
O -1.5186 -1.2261 0.7995
B -0.3875 -0.5146 1.4429
O 0.4304 -0.0326 0.3334
C -0.1143 -0.4292 -0.7824
O 0.3570 -0.2500 -1.9266
O 0.3214 -1.3863 2.4014
C 0.3139 -0.8421 3.6293
O 0.6864 -1.3484 4.6839
C -0.3788 0.4923 3.5068
O -0.7651 0.6524 2.2190
O -0.4691 1.2918 4.4513
C -5.4278 -1.9380 -0.4081
C -6.4657 -2.4624 -1.4320
C -7.1341 -3.7525 -0.9786
O -7.5144 -1.5052 -1.5352
H -5.8790 -1.5638 0.5108
H -4.9084 -1.0329 -0.7229
H -4.6799 -2.6850 -0.1421
H -5.9369 -2.5438 -2.3817
H -7.9015 -4.1052 -1.6676
H -7.6282 -3.4978 -0.0409
H -6.4451 -4.5683 -0.7598
H -8.1034 -1.8141 -2.2275
C -0.9876 -4.3155 2.1684
C -0.7306 -5.3828 3.2710
C -1.9698 -5.9141 3.8848
O -0.0748 -6.4677 2.7246
H -0.0536 -3.8037 1.9366
H -1.6587 -3.5346 2.5263
H -1.4022 -4.7382 1.2533
H -0.0555 -5.0014 4.0371
H -1.8413 -6.4724 4.8121
H -2.5015 -6.5418 3.1698
H -2.6548 -5.0827 4.0514
H 0.6059 -6.2365 2.0884
C -0.2294 4.1981 1.7207
C -0.6623 5.0651 2.9246
C -1.5019 6.3030 2.5966
O -1.4157 4.2569 3.7939
H 0.3591 3.3292 2.0156
H 0.3066 4.7238 0.9305
H -1.1047 3.8305 1.1852
H 0.2856 5.3275 3.3944
H -2.3054 6.0495 1.9050
H -0.9380 7.1227 2.1514
H -1.9785 6.6902 3.4972
H -2.1036 3.9752 3.1864
C -2.5665 1.4664 -2.6912
O -2.4376 2.4639 -3.6634
C -2.8576 3.7556 -3.1952
C -4.3321 3.8185 -2.6535
N -4.5801 3.3881 -1.3017
C -3.8465 4.1346 -0.2813
C -4.4385 4.0473 1.1983
O -3.6782 3.0440 1.9191
C -3.6983 1.6711 1.4217
H -1.9868 1.6100 -1.7794
H -2.3340 0.5309 -3.1999
H -3.5948 1.2692 -2.3881
H -2.7640 4.5158 -3.9707
H -2.1860 4.0404 -2.3853
H -5.1085 3.3128 -3.2276
H -4.6588 4.8576 -2.6933
H -5.5757 3.4700 -1.1530
H -3.9055 5.2052 -0.4773
H -2.8629 3.6651 -0.2931
H -5.5204 3.9292 1.2583
H -4.2045 5.0621 1.5201
H -2.9907 1.6007 0.5956
H -4.6982 1.4167 1.0703
H -3.3864 0.9376 2.1651
C 1.8222 2.7467 -0.6405
O 2.6364 3.8203 -1.0733
C 3.9665 3.7412 -0.6031
C 4.8110 4.7729 -1.3576
N 4.7131 4.6440 -2.8042
C 5.4678 5.6280 -3.5313
C 5.5607 5.2343 -5.0522
O 4.4950 5.6802 -5.8405
C 4.4797 7.0813 -6.0347
H 0.8476 2.9510 -1.0838
H 1.7562 2.7871 0.4468
H 2.0442 1.7722 -1.0754
H 4.3939 2.7487 -0.7458
H 3.8877 3.9913 0.4549
H 5.8727 4.6195 -1.1643
H 4.5848 5.7641 -0.9646
H 3.7215 4.7366 -2.9724
H 6.4784 5.7731 -3.1494
H 4.8609 6.5159 -3.3547
H 5.6597 4.1653 -5.2411
H 6.5078 5.6761 -5.3619
H 4.1550 7.5802 -5.1216
H 3.8013 7.3432 -6.8467
H 5.4333 7.4748 -6.3867
C 5.3074 -9.9909 3.3666
O 5.8446 -8.9193 4.1211
C 6.8892 -8.2439 3.4841
C 7.2252 -6.9731 4.2466
N 6.0735 -6.0626 4.3504
C 6.3109 -4.8667 5.1513
C 5.2484 -3.6949 4.8133
O 3.8995 -4.0900 5.0480
C 2.9312 -3.0980 4.9933
H 4.7773 -9.5654 2.5145
H 4.6441 -10.5567 4.0209
H 6.1286 -10.6698 3.1366
H 6.6544 -8.1217 2.4268
H 7.8095 -8.8218 3.3989
H 8.1025 -6.5236 3.7815
H 7.5461 -7.2505 5.2507
H 5.3021 -6.6363 4.6601
H 7.2961 -4.4819 4.8880
H 6.2269 -5.1484 6.2009
H 5.3769 -3.4278 3.7644
H 5.4770 -2.8128 5.4115
H 2.9756 -2.4735 5.8856
H 1.9757 -3.6202 4.9440
H 3.1058 -2.4691 4.1203
C -1.7237 4.2349 -9.4995
O -0.7715 3.2300 -9.3478
C -0.4861 2.6063 -10.6380
C 0.4262 1.3723 -10.4215
N -0.0127 0.6427 -9.2192
C 0.9879 -0.4838 -8.8293
C 0.6996 -1.0238 -7.4199
O 0.3049 -0.0177 -6.5441
C -0.1168 -0.6735 -5.3053
H -1.9007 4.6652 -8.5138
H -2.6621 3.7754 -9.8099
H -1.4881 5.0883 -10.1353
H -0.0665 3.3331 -11.3336
H -1.4512 2.3103 -11.0492
H 1.4916 1.6002 -10.3912
H 0.3337 0.7700 -11.3253
H -0.8672 0.1190 -9.3447
H 2.0136 -0.1237 -8.9089
H 0.8674 -1.3400 -9.4931
H 1.5508 -1.5589 -6.9991
H -0.0234 -1.8136 -7.6236
H -0.4308 0.1069 -4.6122
H 0.6360 -1.2358 -4.7529
H -0.9051 -1.3695 -5.5922
C -4.0570 -1.9635 3.0950
O -4.8296 -1.1096 3.8913
C -6.0159 -1.7125 4.3448
C -5.7685 -2.6730 5.5555
N -5.3290 -1.9437 6.7624
C -4.9836 -2.8381 7.8287
C -3.7549 -3.7166 7.5264
O -2.6842 -2.9394 7.1446
C -1.4092 -3.6578 7.0256
H -4.6206 -2.5632 2.3803
H -3.4323 -2.6346 3.6846
H -3.2806 -1.3627 2.6213
H -6.7151 -2.1467 3.6302
H -6.5827 -0.8998 4.7993
H -5.1491 -3.5233 5.2702
H -6.7318 -3.1678 5.6797
H -4.4784 -1.4671 6.4989
H -5.8089 -3.5344 7.9772
H -4.7221 -2.3058 8.7432
H -3.9794 -4.4758 6.7772
H -3.5147 -4.2819 8.4268
H -1.0958 -4.1295 7.9570
H -0.5904 -2.9937 6.7486
H -1.4697 -4.3860 6.2168
C 1.8699 0.8438 7.4294
O 0.5135 1.1623 7.0651
C -0.4501 0.2472 7.6725
C -1.7573 0.1953 6.8749
N -2.4633 1.4905 6.8627
C -3.4984 1.4315 5.7590
C -4.4733 2.5750 5.6195
O -3.7624 3.7813 5.2728
C -4.7712 4.8004 5.0156
H 2.5158 1.3487 6.7111
H 2.1586 -0.2017 7.3212
H 2.0708 1.2609 8.4162
H -0.5200 0.6180 8.6951
H -0.0566 -0.7692 7.6726
H -2.3439 -0.5146 7.4580
H -1.6949 -0.2323 5.8742
H -3.0147 1.5782 7.7043
H -4.0986 0.5465 5.9704
H -2.9848 1.4492 4.7977
H -4.9986 2.7505 6.5583
H -5.2002 2.3737 4.8325
H -5.6432 4.5427 4.4144
H -4.3303 5.6454 4.4869
H -5.1528 5.1420 5.9778
C -3.4771 0.3909 -10.3488
O -2.4454 -0.4336 -9.7747
C -2.3080 -1.6834 -10.3655
C -3.0921 -2.7801 -9.7732
N -2.6334 -3.0368 -8.4116
C -3.6744 -3.7124 -7.6894
C -3.3682 -3.8920 -6.1805
O -3.5392 -2.5604 -5.6157
C -3.3547 -2.4879 -4.1567
H -3.3331 0.4244 -11.4287
H -3.2906 1.3852 -9.9430
H -4.4635 0.0215 -10.0682
H -1.2485 -1.9260 -10.2833
H -2.4799 -1.6734 -11.4418
H -3.1215 -3.7257 -10.3146
H -4.1416 -2.4943 -9.8442
H -2.4454 -2.1258 -8.0182
H -3.6971 -4.7277 -8.0852
H -4.6924 -3.3372 -7.7938
H -2.3425 -4.2060 -5.9871
H -4.1154 -4.5493 -5.7360
H -2.4236 -2.8551 -3.7250
H -4.1345 -3.0944 -3.6960
H -3.4561 -1.4605 -3.8071
C -3.5028 4.7670 8.4537
O -2.3891 4.8302 7.5267
C -2.1697 6.2232 7.1235
C -0.6728 6.6087 7.2511
N 0.1662 5.8662 6.2889
C 1.5435 5.6639 6.8238
C 2.3694 4.8446 5.8049
O 1.6391 3.7105 5.4536
C 2.3915 3.0153 4.4876
H -3.2526 5.3613 9.3324
H -3.7476 3.7320 8.6923
H -4.4084 5.1748 8.0045
H -2.6681 6.9352 7.7812
H -2.5986 6.3725 6.1326
H -0.4116 6.4945 8.3032
H -0.5001 7.6662 7.0515
H 0.2294 6.4406 5.4605
H 1.5180 5.1078 7.7610
H 2.0253 6.5951 7.1215
H 3.3545 4.5671 6.1800
H 2.5499 5.3724 4.8684
H 2.0302 1.9880 4.4416
H 3.4717 2.9104 4.5889
H 2.1958 3.5077 3.5350
C 9.0208 5.1786 -6.4501
O 8.6061 4.0651 -5.7881
C 8.0695 3.0800 -6.5980
C 7.9468 1.8264 -5.6721
N 6.8361 1.8539 -4.6794
C 6.9599 0.8048 -3.6835
C 5.6776 0.5538 -2.8373
O 4.9092 -0.5127 -3.4077
C 3.9472 -1.0647 -2.5526
H 9.6817 4.7828 -7.2212
H 9.5480 5.8651 -5.7877
H 8.1299 5.6268 -6.8899
H 7.0910 3.3338 -7.0056
H 8.7203 2.8164 -7.4318
H 7.8919 0.9256 -6.2835
H 8.9397 1.7409 -5.2306
H 6.8522 2.7804 -4.2776
H 7.3210 -0.1681 -4.0171
H 7.7605 1.1498 -3.0291
H 5.9753 0.3985 -1.8003
H 4.9956 1.4025 -2.8893
H 3.3510 -1.8302 -3.0493
H 3.2259 -0.3646 -2.1310
H 4.4456 -1.6649 -1.7914
C -0.6397 -6.6691 -4.3025
O -0.4032 -5.8258 -3.1760
C 0.1428 -4.6104 -3.6047
C 0.4005 -3.7061 -2.4055
N 1.4444 -4.2830 -1.5778
C 1.7468 -3.4067 -0.4098
C 2.7830 -4.0784 0.4856
O 2.2637 -5.2439 1.1709
C 3.1780 -5.8275 2.0983
H -1.4855 -6.3496 -4.9114
H -0.9019 -7.6483 -3.9019
H 0.2035 -6.8511 -4.9688
H -0.5039 -4.0841 -4.3067
H 1.1120 -4.7764 -4.0750
H -0.4849 -3.7223 -1.7699
H 0.5849 -2.7051 -2.7954
H 1.0972 -5.1654 -1.2302
H 0.7849 -3.0952 -0.0026
H 2.2282 -2.5341 -0.8512
H 3.0577 -3.3498 1.2483
H 3.6731 -4.4081 -0.0502
H 2.9095 -6.8519 2.3561
H 3.2097 -5.3194 3.0621
H 4.1440 -5.8017 1.5939
*
```

## Properties
lowest unoccupied orbital energy = -4.86 eV
E_HOMO = -8.4 eV
orbital gap = 3.521 eV
E_tot = -157954.2157 eV

Entry 2:
# C73H56FeN3O2P3S2

A structure of composition C73H56FeN3O2P3S2 at a distorted geometry (ωB97M-V/def2-TZVPD, the OMol25 dataset).

Geometry as ORCA input:
```
! wB97M-V def2-TZVPD RIJCOSX def2/J DEFGRID3
* xyz 0 5
Fe -0.1948 -0.0397 -0.2559
O 1.0331 -2.4927 0.3106
S 1.9011 -1.3205 0.0013
C 2.7219 -1.6883 -1.5455
C 3.0353 -2.9908 -1.8643
C 3.7750 -3.3154 -3.0146
C 4.2604 -2.2895 -3.7808
C 5.1033 -2.2848 -5.0329
C 5.3414 -0.7836 -5.3510
C 4.5263 -0.0417 -4.3227
C 4.2912 1.2898 -4.1108
C 3.3524 1.6581 -3.1344
C 2.6555 0.7656 -2.3225
P 1.1778 1.4513 -1.3950
C 0.2265 2.4387 -2.6565
C 0.7740 3.4827 -3.4030
C 0.0136 4.1837 -4.3283
C -1.3192 3.8660 -4.5264
C -1.8922 2.8642 -3.7605
C -1.1283 2.1740 -2.8382
C 2.1183 2.8426 -0.6313
C 1.6194 4.1429 -0.5405
C 2.4128 5.1627 -0.0334
C 3.7042 4.8969 0.3942
C 4.1858 3.5964 0.3692
C 3.3931 2.5748 -0.1241
C 3.0672 -0.6016 -2.3922
C 3.9272 -0.9608 -3.4504
C 3.3256 -1.4893 1.1091
C 4.4464 -2.2043 0.7514
C 5.5126 -2.4518 1.6318
C 5.4237 -1.9824 2.9087
C 6.3355 -2.1567 4.0958
C 5.6279 -1.4046 5.2508
C 4.3714 -0.8507 4.6325
C 3.3393 -0.1338 5.1686
C 2.2889 0.2394 4.3256
C 2.2073 -0.0745 2.9731
P 0.6923 0.6145 2.1290
C -0.4006 -0.1730 3.4073
C -0.1933 -1.5432 3.5793
C -0.7194 -2.1984 4.6775
C -1.5399 -1.5264 5.5723
C -1.7979 -0.1831 5.3774
C -1.2039 0.5005 4.3221
C 0.8155 2.3304 2.8445
C -0.3025 3.1348 3.0912
C -0.1690 4.4064 3.6260
C 1.0837 4.9167 3.9219
C 2.2026 4.1446 3.6652
C 2.0677 2.8757 3.1220
C 3.2285 -0.8936 2.4087
C 4.2996 -1.2184 3.2802
H 2.6739 -3.7713 -1.2039
H 3.9734 -4.3516 -3.2584
H 6.0417 -2.8223 -4.8910
H 4.5685 -2.7801 -5.8456
H 6.4000 -0.5278 -5.2770
H 5.0192 -0.5257 -6.3608
H 4.7809 2.0537 -4.7028
H 3.1628 2.7109 -2.9993
H 1.7932 3.8036 -3.2474
H 0.4689 4.9959 -4.8819
H -1.9126 4.4088 -5.2514
H -2.9408 2.6166 -3.8681
H -1.6072 1.4185 -2.2308
H 0.6247 4.3692 -0.9035
H 2.0267 6.1737 0.0059
H 4.3324 5.7010 0.7572
H 5.1835 3.3833 0.7359
H 3.7749 1.5581 -0.1537
H 4.5109 -2.6187 -0.2416
H 6.3621 -3.0316 1.2936
H 6.4625 -3.2154 4.3273
H 7.3279 -1.7483 3.8992
H 5.3765 -2.0763 6.0733
H 6.2563 -0.6119 5.6592
H 3.3192 0.1579 6.2112
H 1.4893 0.8229 4.7598
H 0.4110 -2.0885 2.8619
H -0.4835 -3.2399 4.8441
H -1.9699 -2.0492 6.4170
H -2.4315 0.3577 6.0692
H -1.3535 1.5672 4.2525
H -1.2982 2.7869 2.8731
H -1.0576 4.9991 3.8023
H 1.1863 5.9108 4.3382
H 3.1928 4.5227 3.8849
H 2.9603 2.2992 2.9355
C -5.2964 0.7846 -1.3631
C -5.4789 -0.5904 -1.3503
C -4.5222 -1.4099 -0.7725
C -3.3888 -0.8564 -0.1933
C -3.2418 0.5386 -0.1489
C -4.1901 1.3585 -0.7547
P -2.0111 -1.8383 0.5257
C -2.9853 -2.6671 1.8579
C -4.1946 -2.1574 2.3264
C -4.9527 -2.8616 3.2514
C -4.5079 -4.0805 3.7380
C -3.2685 -4.5604 3.3422
C -2.5057 -3.8467 2.4331
C -1.8679 -3.2391 -0.6636
C -2.0750 -4.5982 -0.4349
C -1.6094 -5.5493 -1.3304
C -0.9085 -5.1656 -2.4629
C -0.7710 -3.8187 -2.7490
C -1.2800 -2.8742 -1.8716
H -6.0357 1.4189 -1.8353
H -6.3618 -1.0203 -1.8070
H -4.6418 -2.4880 -0.7761
H -2.0622 0.7914 1.5135
H -4.0464 2.4299 -0.7542
H -4.5604 -1.2081 1.9591
H -5.9094 -2.4704 3.5738
H -5.1161 -4.6480 4.4307
H -2.8962 -5.4944 3.7462
H -1.5251 -4.2082 2.1489
H -2.6116 -4.9316 0.4382
H -1.7713 -6.6008 -1.1285
H -0.4886 -5.9072 -3.1306
H -0.2732 -3.4945 -3.6563
N -0.0391 -0.3502 -3.7742
C -0.0033 -0.8167 -2.4156
N -1.2826 -1.4911 -2.2388
C -2.0556 -1.2497 -3.4136
C -3.3040 -1.7186 -3.7562
C -3.8208 -1.3546 -5.0016
C -3.0825 -0.5770 -5.8775
C -1.7928 -0.1560 -5.5605
C -1.2849 -0.5137 -4.3228
H 0.6760 0.2341 -4.1650
H 0.8118 -1.5079 -2.2741
H -3.8525 -2.3725 -3.0963
H -4.8014 -1.7097 -5.2912
H -3.5048 -0.3105 -6.8383
H -1.1994 0.4184 -6.2598
O -1.9839 3.4363 -0.5719
S -1.1269 2.4322 0.1319
N -2.1153 1.0536 0.5359
*
```

## Properties
lowest unoccupied orbital energy (spin up / spin down) = -0.11 / -0.11 eV
E_HOMO (spin up / spin down) = -5.0 / -5.7 eV
orbital gap (spin up / spin down) = 4.870 / 5.632 eV
E_tot = -169096.4354 eV

Question: E_tot of number 1 (C73H174BBeN10O31)?
Answer: -157954.2157 eV

Question: What is the E_tot in the second record?
Answer: -169096.4354 eV